No. 1
Formula: C2H2IN3
Source: OMol25
Level of theory: ωB97M-V with the def2-TZVPD basis set

Atoms and positions in Å:
C  0.07908  0.23879  0.37931
C  0.68173  -0.26116  1.61226
N  -0.71531  2.44191  0.46557
N  -0.20625  3.41922  0.42730
N  -1.02173  1.30060  0.68805
I  -0.35954  0.20047  3.29399
H  0.61049  0.85420  -0.31481
H  -0.31184  -0.53093  -0.22111

Properties
HOMO-LUMO gap (hartree): 0.27473
E_tot (Ha): -539.14949
Lowest unoccupied orbital energy (eV): -1.23
Multiplicity: 1
Energy above the lowest of the compared OMol25 structures with the same formula, charge and spin (kcal/mol): 132.0
Net charge: 0

No. 2
Formula: C45H42BF4O27
Source: OMol25
Level of theory: ωB97M-V with the def2-TZVPD basis set

Atoms and positions in Å:
B  0.93092  -0.29486  0.08754
F  2.16474  0.37921  -0.15088
F  0.15047  -0.39418  -1.14953
F  1.17271  -1.47767  0.66774
F  0.07607  0.38177  0.98415
C  -2.36122  4.27887  -0.17887
C  -1.80292  3.14685  0.71775
C  -1.10960  3.49383  1.93256
O  -0.60102  2.52291  2.59879
C  -1.01038  4.87638  2.42589
C  -1.74147  5.99268  1.58774
C  -2.24927  5.69840  0.22287
O  -2.59020  6.59670  -0.53280
O  -1.98773  7.26551  1.99144
O  -1.88371  1.83511  0.38179
H  -2.81610  3.88948  -1.00635
H  -0.52569  5.14569  3.33474
H  -1.63140  7.18385  2.81276
H  -1.30092  1.12815  0.86844
C  2.99117  -0.07735  -6.70370
C  2.36300  1.30480  -6.95752
C  1.21536  1.83958  -6.17368
O  0.69335  2.85482  -6.43074
C  0.60050  0.95964  -5.23786
C  1.27438  -0.36631  -4.85083
C  2.45285  -0.84631  -5.59916
O  3.05771  -1.91870  -5.35609
O  0.93822  -1.15884  -3.84816
O  2.95797  2.05815  -7.95374
H  3.78712  -0.23923  -7.33483
H  -0.33788  1.44541  -4.41109
H  0.28115  -0.81654  -3.38328
H  2.42264  2.95290  -7.80918
C  3.72694  0.23070  5.48027
C  2.43799  0.28632  4.60485
C  1.25242  -0.48276  4.94040
O  0.17574  -0.31257  4.31059
C  1.26535  -1.30123  6.04613
C  2.61673  -1.53392  6.78990
C  3.79947  -0.73247  6.59044
O  4.76352  -0.89386  7.25854
O  2.74960  -2.61318  7.68739
O  2.39251  1.09727  3.55816
H  4.73789  0.75144  5.16891
H  0.52907  -2.02049  6.28280
H  2.05198  -3.16533  7.89262
H  1.62426  0.96034  3.16174
C  -3.57334  1.92711  -3.79944
C  -3.08991  0.88165  -2.81292
C  -3.93637  -0.06702  -2.16283
O  -3.46634  -0.88733  -1.35961
C  -5.34909  0.09085  -2.34728
C  -5.98182  1.14778  -3.30278
C  -5.03572  1.91430  -4.09821
O  -5.40067  2.54703  -5.13076
O  -7.36500  1.36741  -3.41289
O  -1.73230  0.76389  -2.71662
H  -3.02047  2.75124  -4.36771
H  -5.92067  -0.41972  -1.79299
H  -7.94125  0.88076  -2.80124
H  -1.54003  0.37635  -1.92649
C  1.69269  6.11617  -1.30129
C  0.77841  5.55861  -2.43206
C  0.33074  4.25553  -2.51482
O  -0.44452  3.96752  -3.47552
C  0.67337  3.38151  -1.46274
C  1.64612  3.85260  -0.34144
C  1.99551  5.29154  -0.14787
O  2.57300  5.68551  0.84482
O  2.19924  2.99576  0.60322
O  0.37183  6.41380  -3.47405
H  1.96117  7.19450  -1.33212
H  0.39026  2.26604  -1.52542
H  1.92284  2.18096  0.70255
H  0.00518  5.96120  -4.07925
C  0.19912  -5.19842  3.94070
C  0.73829  -4.05342  3.11090
C  2.06127  -3.52394  3.52578
O  2.58803  -2.61523  2.96531
C  2.76392  -4.15977  4.57182
C  2.12789  -5.35767  5.31250
C  0.84026  -5.84189  4.96236
O  0.47886  -6.95562  5.43483
O  2.75999  -5.75346  6.51329
O  0.12356  -3.49815  2.06555
H  -0.66700  -5.70019  3.49155
H  3.75329  -3.77127  5.07399
H  3.39812  -5.08170  6.67274
H  0.65541  -2.80127  1.78720
C  -2.60306  -1.39520  1.84129
C  -4.13704  -1.00251  1.94002
O  -5.02149  -1.82009  2.13727
C  -4.52015  0.51848  1.89123
H  -2.22489  -1.32114  0.80445
H  -2.29964  -2.57430  1.95260
H  -1.90879  -0.83562  2.45955
H  -3.79123  1.24955  2.05765
H  -5.29498  0.69693  2.73150
H  -4.72799  0.75180  0.92341
C  3.95529  -4.12814  -0.17598
C  4.68037  -3.31719  -1.24710
O  5.91936  -3.49160  -1.36842
C  4.03597  -2.06441  -1.92661
H  4.42658  -4.43277  0.73620
H  3.78865  -5.17875  -0.53668
H  3.08997  -3.82254  0.39791
H  3.58590  -1.26925  -1.20021
H  3.35586  -2.62026  -2.54231
H  4.73857  -1.81841  -2.50611
C  -1.30844  -3.67065  -0.97882
C  -2.13751  -4.16501  -2.20869
O  -2.62587  -5.30848  -2.16272
C  -2.39128  -3.26582  -3.27962
H  -0.31991  -3.73147  -1.11125
H  -1.42061  -4.13644  0.03297
H  -1.66074  -2.57873  -0.82092
H  -3.52412  -2.93055  -3.10699
H  -2.48214  -3.79409  -4.23182
H  -1.44484  -2.53785  -3.28114

Properties
HOMO-LUMO gap (hartree): 0.22774
E_tot (Ha): -4195.26579
Lowest unoccupied orbital energy (eV): -0.81
Multiplicity: 1
Energy above the lowest of the compared OMol25 structures with the same formula, charge and spin (kcal/mol): 100.3
Net charge: -1

No. 3
Formula: C31H30N5O5PPtS2
Source: OMol25
Level of theory: ωB97M-V with the def2-TZVPD basis set

Atoms and positions in Å:
Pt  -0.08240  -0.70157  0.01103
N  -0.86944  1.12093  1.12807
C  -0.13833  1.30370  2.38734
C  0.62006  0.06188  2.84375
O  0.91974  -0.13098  3.99853
N  0.94763  -0.81974  1.81312
C  1.68056  -1.99133  2.06357
C  0.81698  -3.21438  1.49920
O  0.64416  -4.15538  2.24701
O  0.42045  -3.03906  0.30327
H  -0.78765  1.93586  0.51147
H  -1.85291  0.93552  1.28486
H  -0.78492  1.62396  3.20479
H  0.61837  2.07760  2.24720
H  1.94923  -2.12299  3.10780
H  2.56042  -2.02217  1.40934
C  0.55444  -0.63062  -2.09545
C  -0.82588  -0.89302  -2.34997
C  -1.76603  0.17349  -2.49230
C  -3.04777  -0.07205  -2.91669
C  -3.44928  -1.37768  -3.23559
C  -2.54549  -2.44561  -3.10265
C  -1.26955  -2.21640  -2.65955
C  -4.76968  -1.61619  -3.73061
N  -5.82836  -1.80772  -4.13820
H  0.91306  0.36941  -2.28388
H  1.26272  -1.43232  -2.26815
H  -1.43782  1.18219  -2.26919
H  -3.75245  0.74143  -3.02469
H  -2.86466  -3.45118  -3.34305
H  -0.57905  -3.04382  -2.54843
O  -1.52055  -5.55314  -1.36534
C  -2.12541  -6.14451  -0.25138
N  -3.53588  -5.82219  -0.18116
C  -4.13312  -4.72910  0.35680
O  -5.33666  -4.56332  0.31337
C  -3.29277  -3.70469  1.09626
C  -3.31455  -3.66645  2.48166
C  -2.70536  -2.60767  3.13275
C  -2.09398  -1.62971  2.37599
N  -2.03365  -1.66379  1.04117
C  -2.62438  -2.69439  0.41794
H  -0.88792  -4.86409  -1.07799
H  -1.62345  -5.87213  0.67875
H  -2.07551  -7.22830  -0.37020
H  -4.17809  -6.43738  -0.65648
H  -3.82660  -4.44027  3.03887
H  -2.70630  -2.52985  4.21036
H  -1.63843  -0.78183  2.87066
H  -2.59054  -2.69103  -0.66031
S  -0.08327  3.27369  -1.12037
P  1.74331  2.94782  -0.43376
S  2.21655  1.00634  -0.02352
C  3.00502  3.49408  -1.61703
C  4.13865  4.18998  -1.21248
C  5.10654  4.53883  -2.14470
C  4.94705  4.18910  -3.47603
C  3.81493  3.49309  -3.88225
C  2.84702  3.14612  -2.95694
C  2.05944  3.92837  1.07016
C  2.90488  3.46576  2.07557
C  3.13891  4.24234  3.20152
C  2.53270  5.48400  3.32600
C  1.69176  5.95005  2.32464
C  1.45214  5.17537  1.20051
H  4.26707  4.46817  -0.17448
H  5.98539  5.08489  -1.82765
H  5.70270  4.46224  -4.20113
H  3.68702  3.22462  -4.92275
H  1.95353  2.61900  -3.26945
H  3.37216  2.49379  1.97609
H  3.79249  3.87481  3.98184
H  2.71275  6.08817  4.20584
H  1.21430  6.91628  2.42298
H  0.78396  5.52522  0.42374

Properties
HOMO-LUMO gap (spin up / spin down) (hartree): 0.27627 / 0.20829
<S²>: 6.066
E_tot (Ha): -3106.29214
Lowest unoccupied orbital energy (spin up / spin down) (eV): -0.09 / -3.05
Multiplicity: 5
Energy above the lowest of the compared OMol25 structures with the same formula, charge and spin (kcal/mol): 22.0
Net charge: 0

- Which of these has the lowest E_tot?
  C45H42BF4O27

- Which value of E_tot does entry 1 give?
  -539.14949 Ha

- Look up the net charge of the second one.
  -1